1.
# C62H177N9O22

A cluster of 22 separate species, C62H177N9O22 in total in a non-equilibrium geometry (ωB97M-V/def2-TZVPD, the OMol25 dataset).

Each line ends with the Löwdin charge.
Element x y z (Å)
C 15.91 -15.59 4.54  -0.033
C 16.86 -14.80 3.57  -0.371
C 17.76 -13.61 4.09  -0.205
O 18.34 -12.97 2.97  -0.254
C 19.15 -11.78 3.36  -0.021
N 17.85 -15.75 3.03  0.051
H 15.81 -16.65 4.30  0.059
H 14.95 -15.12 4.73  0.049
H 16.23 -15.61 5.58  0.074
H 16.31 -14.32 2.77  0.117
H 18.64 -14.00 4.61  0.127
H 17.01 -12.98 4.57  0.100
H 19.98 -12.37 3.75  0.082
H 18.65 -11.21 4.14  0.083
H 19.43 -11.23 2.46  0.078
H 17.40 -16.46 2.47  0.024
H 18.38 -15.16 2.41  0.035
C 20.55 -15.09 0.73  -0.035
C 20.20 -16.62 0.49  -0.448
C 20.49 -16.96 -0.92  -0.225
O 19.56 -16.37 -1.82  -0.191
C 19.95 -16.33 -3.19  -0.091
N 21.03 -17.40 1.34  0.040
H 21.51 -14.72 0.37  0.076
H 20.61 -14.92 1.80  0.061
H 19.75 -14.48 0.30  0.068
H 19.16 -16.81 0.76  0.104
H 20.51 -18.03 -1.14  0.126
H 21.53 -16.67 -1.12  0.124
H 19.31 -16.95 -3.83  0.071
H 20.92 -16.79 -3.36  0.087
H 19.70 -15.39 -3.69  0.083
H 21.00 -18.41 1.24  0.079
H 20.90 -17.16 2.31  0.075
C 7.72 -19.85 2.12  -0.086
C 8.60 -20.50 3.18  -0.452
C 9.59 -19.44 3.75  -0.184
O 10.48 -18.89 2.80  -0.225
C 11.24 -17.75 3.18  -0.078
N 7.63 -20.89 4.09  0.029
H 7.11 -18.99 2.39  0.086
H 7.14 -20.60 1.59  0.081
H 8.35 -19.57 1.28  0.064
H 9.17 -21.32 2.77  0.145
H 10.16 -19.95 4.53  0.122
H 9.00 -18.68 4.27  0.123
H 12.00 -17.67 2.40  0.074
H 11.64 -17.78 4.20  0.098
H 10.65 -16.85 3.04  0.065
H 7.50 -21.89 4.00  0.085
H 6.74 -20.51 3.81  0.068
C 10.99 -3.98 0.75  -0.083
C 10.03 -4.57 -0.12  -0.482
C 9.03 -5.55 0.50  -0.209
O 8.52 -5.18 1.78  -0.181
C 7.44 -6.00 2.28  -0.078
N 9.25 -3.48 -0.55  0.038
H 10.60 -3.54 1.67  0.096
H 11.50 -3.14 0.27  0.082
H 11.83 -4.63 1.02  0.076
H 10.42 -5.09 -1.00  0.139
H 9.50 -6.51 0.73  0.091
H 8.26 -5.94 -0.16  0.116
H 6.44 -5.57 2.19  0.083
H 7.53 -6.17 3.35  0.084
H 7.45 -6.99 1.83  0.060
H 8.59 -3.93 -1.16  0.073
H 8.68 -3.16 0.22  0.083
C 16.99 -10.20 -3.49  -0.050
C 15.75 -10.54 -4.32  -0.367
C 16.03 -10.58 -5.85  -0.204
O 17.03 -9.60 -6.05  -0.221
C 17.26 -9.29 -7.46  -0.069
N 15.18 -11.78 -3.74  0.047
H 16.72 -10.11 -2.44  0.058
H 17.47 -9.24 -3.72  0.079
H 17.65 -11.06 -3.54  0.074
H 14.99 -9.76 -4.31  0.128
H 15.15 -10.27 -6.42  0.108
H 16.26 -11.59 -6.19  0.121
H 17.28 -10.24 -8.00  0.086
H 18.22 -8.78 -7.52  0.082
H 16.55 -8.54 -7.78  0.082
H 15.60 -12.68 -3.91  0.051
H 15.25 -11.68 -2.74  0.031
C 11.46 -12.34 -4.54  -0.088
C 11.92 -13.41 -5.41  -0.426
C 11.08 -13.72 -6.65  -0.179
O 9.87 -14.33 -6.23  -0.188
C 8.82 -14.61 -7.12  -0.121
N 13.26 -12.87 -5.86  0.047
H 12.10 -12.25 -3.66  0.083
H 10.46 -12.55 -4.14  0.062
H 11.34 -11.46 -5.17  0.090
H 12.07 -14.33 -4.85  0.128
H 11.67 -14.37 -7.30  0.125
H 10.90 -12.80 -7.21  0.127
H 7.94 -13.97 -7.09  0.079
H 8.43 -15.60 -6.90  0.079
H 9.11 -14.79 -8.15  0.085
H 13.06 -11.98 -6.30  0.059
H 13.74 -12.68 -4.99  0.003
C 11.84 -21.41 -0.21  -0.055
C 12.58 -20.03 -0.23  -0.403
C 11.88 -18.90 -1.05  -0.137
O 12.72 -17.73 -1.28  -0.207
C 12.09 -16.58 -1.76  -0.134
N 12.87 -19.77 1.19  0.051
H 10.85 -21.31 0.24  0.063
H 12.40 -22.11 0.42  0.080
H 11.81 -21.69 -1.26  0.074
H 13.51 -20.29 -0.74  0.121
H 11.00 -18.69 -0.43  0.112
H 11.44 -19.14 -2.02  0.120
H 11.51 -16.74 -2.67  0.091
H 12.75 -15.71 -1.82  0.067
H 11.42 -16.29 -0.95  0.081
H 13.27 -18.85 1.19  0.044
H 12.01 -19.69 1.71  0.034
C 13.08 -13.09 -0.42  -0.035
C 13.49 -11.83 0.48  -0.334
C 14.32 -10.80 -0.25  -0.185
O 15.50 -11.23 -0.89  -0.239
C 16.36 -11.86 0.04  -0.078
N 12.15 -11.31 0.91  0.054
H 12.87 -13.98 0.18  0.072
H 13.92 -13.37 -1.06  0.048
H 12.28 -12.93 -1.13  0.061
H 13.97 -12.19 1.39  0.111
H 14.60 -9.97 0.40  0.121
H 13.75 -10.32 -1.05  0.120
H 16.61 -11.18 0.85  0.097
H 17.25 -12.14 -0.51  0.090
H 15.90 -12.79 0.36  0.080
H 11.55 -12.12 1.03  0.075
H 11.86 -10.74 0.13  0.025
C 5.89 -14.55 -1.13  -0.069
C 5.80 -13.86 -2.43  -0.442
C 7.02 -14.17 -3.27  -0.205
O 8.09 -13.44 -2.73  -0.211
C 9.15 -14.28 -2.42  -0.089
N 4.60 -14.38 -3.12  0.039
H 6.12 -15.60 -1.27  0.093
H 4.89 -14.44 -0.71  0.084
H 6.56 -14.06 -0.42  0.073
H 5.65 -12.79 -2.34  0.125
H 6.77 -13.84 -4.28  0.122
H 7.15 -15.24 -3.39  0.138
H 9.83 -13.75 -1.75  0.099
H 9.52 -14.42 -3.44  0.083
H 8.83 -15.25 -2.04  0.093
H 4.71 -14.17 -4.10  0.057
H 3.66 -14.04 -2.94  0.074
C 7.32 -9.16 -0.48  -0.044
C 6.86 -10.59 -1.03  -0.296
O 8.05 -11.10 -1.40  -0.097
H 7.76 -8.54 -1.27  0.058
H 8.09 -9.24 0.29  0.057
H 6.55 -8.46 -0.15  0.063
H 6.25 -10.44 -1.92  0.107
H 6.24 -11.27 -0.44  0.105
H 7.98 -11.78 -2.07  0.069
C 20.95 -5.71 0.97  -0.085
C 19.63 -6.45 0.62  -0.257
O 18.41 -5.65 0.89  -0.113
H 20.76 -4.94 1.72  0.059
H 21.39 -5.18 0.13  0.060
H 21.76 -6.31 1.38  0.062
H 19.52 -7.30 1.29  0.084
H 19.63 -6.92 -0.36  0.098
H 18.14 -5.95 1.77  0.004
C 14.37 -11.79 4.43  -0.075
C 14.46 -11.76 5.96  -0.297
O 13.56 -12.68 6.50  -0.097
H 13.55 -11.18 4.06  0.048
H 14.13 -12.79 4.05  0.070
H 15.28 -11.39 3.99  0.062
H 14.24 -10.79 6.41  0.107
H 15.43 -12.12 6.31  0.101
H 12.68 -12.76 6.13  0.025
C 10.39 -8.88 2.69  -0.046
C 9.83 -10.27 3.21  -0.264
O 10.88 -11.16 3.63  -0.118
H 9.67 -8.29 2.12  0.041
H 11.33 -9.10 2.19  0.050
H 10.61 -8.23 3.53  0.067
H 9.29 -10.83 2.45  0.084
H 9.05 -10.34 3.97  0.104
H 11.59 -11.02 3.00  0.015
C 13.34 -6.64 2.93  -0.093
C 13.92 -7.67 3.87  -0.289
O 15.20 -8.06 3.41  -0.082
H 12.90 -7.01 2.01  0.060
H 14.08 -5.89 2.63  0.083
H 12.49 -6.12 3.38  0.075
H 13.25 -8.54 3.90  0.095
H 13.87 -7.27 4.88  0.121
H 15.00 -8.51 2.59  0.088
C 16.05 -19.01 0.47  -0.087
C 16.84 -18.79 1.72  -0.299
O 17.45 -20.05 2.10  -0.081
H 15.30 -19.75 0.74  0.052
H 16.58 -19.44 -0.38  0.084
H 15.53 -18.15 0.04  0.069
H 16.13 -18.58 2.52  0.109
H 17.65 -18.08 1.56  0.073
H 17.82 -19.93 2.98  0.075
C 14.61 -5.27 -1.76  -0.078
C 13.52 -4.33 -2.23  -0.348
O 14.11 -3.51 -3.18  -0.066
H 15.17 -5.74 -2.57  0.069
H 14.29 -6.21 -1.31  0.063
H 15.40 -4.73 -1.25  0.082
H 13.29 -3.65 -1.41  0.095
H 12.55 -4.77 -2.49  0.102
H 13.42 -2.98 -3.57  0.086
C 16.14 -15.46 -1.90  -0.067
C 15.42 -15.91 -3.18  -0.284
O 15.02 -14.75 -3.89  -0.090
H 15.48 -15.28 -1.05  0.059
H 16.79 -14.60 -2.07  0.071
H 16.82 -16.28 -1.66  0.057
H 14.58 -16.54 -2.90  0.091
H 16.13 -16.49 -3.78  0.108
H 14.11 -14.86 -4.16  0.057
C 18.29 -5.03 4.40  -0.081
C 18.16 -6.58 4.45  -0.236
O 17.72 -7.13 3.18  -0.124
H 19.01 -4.60 5.09  0.064
H 17.34 -4.58 4.69  0.067
H 18.75 -4.53 3.55  0.063
H 17.49 -6.90 5.25  0.115
H 19.20 -6.91 4.49  0.103
H 16.96 -7.67 3.40  0.030
C 10.24 -8.96 -2.98  -0.053
C 10.91 -8.94 -1.60  -0.254
O 10.46 -10.05 -0.80  -0.142
H 10.70 -9.77 -3.54  0.058
H 10.53 -8.07 -3.54  0.074
H 9.16 -8.99 -2.87  0.060
H 10.60 -8.12 -0.95  0.098
H 11.97 -9.11 -1.75  0.099
H 9.54 -10.27 -0.96  0.016
C 20.68 -10.99 -1.22  -0.077
C 20.56 -12.02 -2.40  -0.262
O 21.84 -12.28 -3.05  -0.085
H 20.52 -9.93 -1.44  0.062
H 21.56 -11.12 -0.59  0.065
H 19.93 -11.08 -0.44  0.040
H 19.93 -11.57 -3.16  0.089
H 20.04 -12.91 -2.03  0.091
H 22.32 -12.96 -2.57  0.069
C 7.65 -15.37 2.43  -0.066
C 8.22 -13.96 2.62  -0.291
O 8.91 -13.69 3.84  -0.076
H 6.98 -15.66 1.63  0.065
H 7.14 -15.66 3.35  0.077
H 8.55 -15.99 2.38  0.053
H 7.38 -13.29 2.41  0.107
H 8.93 -13.72 1.83  0.106
H 8.49 -13.01 4.37  0.100
C 10.65 -15.07 6.70  -0.079
C 11.43 -14.62 5.49  -0.344
O 11.27 -13.26 5.26  -0.094
H 10.73 -16.12 6.99  0.074
H 9.61 -14.75 6.67  0.073
H 11.13 -14.56 7.54  0.075
H 10.87 -15.09 4.68  0.086
H 12.40 -15.09 5.59  0.114
H 10.57 -13.19 4.60  0.041

Lowest unoccupied orbital energy, eV: 0.1850
Max |F|, eV/Å: 4.2
E, Eh: -4615.882198


2.
# C62H46B3IO21S

A structure of composition C62H46B3IO21S in a non-equilibrium geometry (ωB97M-V/def2-TZVPD, the OMol25 dataset).

Each line ends with the Löwdin charge.
Element x y z (Å)
C -1.03 0.52 6.91  -0.066
C -2.47 0.93 6.53  -0.183
C -2.78 2.37 6.61  -0.049
C -4.09 2.93 6.27  -0.055
C -5.12 1.98 5.89  -0.076
C -4.84 0.55 5.84  -0.033
C -3.53 -0.03 6.13  -0.152
C -3.20 -1.54 6.09  -0.004
B -3.90 -2.36 4.91  -0.456
O -3.28 -3.59 4.49  0.205
B -2.97 -3.34 3.13  -0.871
S -1.26 -3.39 2.48  0.860
O -4.03 -3.03 2.23  0.117
B -5.06 -2.33 2.87  -0.979
I -6.78 -1.66 1.69  0.852
O -5.10 -2.02 4.24  0.171
H -0.36 1.33 6.52  0.086
H -0.68 -0.42 6.43  0.064
H -0.87 0.44 8.02  0.075
H -2.00 3.10 6.92  0.090
H -4.28 4.02 6.33  0.058
H -6.14 2.33 5.63  0.082
H -5.70 -0.10 5.57  0.104
H -2.10 -1.64 5.93  0.106
H -3.39 -2.03 7.09  0.139
H -1.20 -2.69 1.30  -0.096
C -2.83 -4.74 -0.78  0.026
C -4.03 -4.60 -1.33  0.020
C -4.37 -5.26 -2.61  -0.384
O -5.47 -5.13 -3.12  0.095
C -3.32 -6.08 -3.25  0.029
C -2.12 -6.22 -2.70  0.024
C -1.78 -5.56 -1.42  -0.371
O -0.68 -5.69 -0.91  0.091
H -2.57 -4.27 0.16  0.065
H -4.81 -4.00 -0.87  0.112
H -3.59 -6.56 -4.19  0.122
H -1.34 -6.82 -3.16  0.086
C 2.19 -6.28 -3.30  0.031
C 3.46 -5.89 -3.37  0.026
C 4.14 -5.72 -4.68  -0.371
O 5.29 -5.36 -4.74  0.098
C 3.35 -6.01 -5.90  0.034
C 2.08 -6.41 -5.83  0.026
C 1.40 -6.57 -4.52  -0.366
O 0.25 -6.93 -4.45  0.083
H 1.67 -6.41 -2.35  0.116
H 4.04 -5.67 -2.49  0.123
H 3.87 -5.89 -6.84  0.103
H 1.49 -6.63 -6.71  0.122
C -0.89 3.24 11.13  0.024
C -1.38 3.19 12.37  0.031
C -2.67 2.53 12.66  -0.389
O -3.12 2.49 13.78  0.103
C -3.40 1.92 11.52  0.024
C -2.91 1.97 10.28  0.034
C -1.62 2.63 9.99  -0.352
O -1.17 2.66 8.86  0.064
H 0.05 3.71 10.90  0.087
H -0.86 3.63 13.21  0.125
H -4.35 1.45 11.75  0.122
H -3.43 1.53 9.43  0.119
C -7.10 -0.15 -4.14  0.023
C -6.25 -1.09 -3.73  0.030
C -5.32 -0.84 -2.60  -0.379
O -4.54 -1.70 -2.23  0.096
C -5.37 0.49 -1.95  0.015
C -6.21 1.43 -2.36  0.022
C -7.15 1.18 -3.49  -0.388
O -7.92 2.04 -3.86  0.106
H -7.79 -0.31 -4.96  0.123
H -6.20 -2.07 -4.19  0.123
H -4.68 0.65 -1.13  0.121
H -6.26 2.41 -1.90  0.122
C 4.06 1.17 9.88  0.025
C 3.13 1.69 10.68  0.027
C 2.83 3.14 10.67  -0.369
O 1.99 3.62 11.40  0.073
C 3.60 3.99 9.73  0.027
C 4.53 3.47 8.93  0.025
C 4.83 2.02 8.94  -0.386
O 5.68 1.55 8.21  0.113
H 4.30 0.12 9.88  0.124
H 2.56 1.09 11.37  0.124
H 3.36 5.05 9.74  0.124
H 5.10 4.08 8.24  0.124
C 6.50 -3.05 -9.29  0.016
C 7.06 -1.84 -9.33  0.018
C 7.32 -1.09 -8.09  -0.394
O 7.83 0.02 -8.11  0.067
C 6.95 -1.72 -6.80  0.012
C 6.39 -2.93 -6.77  0.030
C 6.12 -3.69 -8.01  -0.384
O 5.62 -4.79 -7.98  0.096
H 6.30 -3.62 -10.19  0.126
H 7.34 -1.36 -10.27  0.078
H 7.15 -1.15 -5.90  0.122
H 6.11 -3.41 -5.84  0.104
C -8.17 6.42 5.36  0.026
C -6.98 5.82 5.48  0.028
C -5.86 6.47 6.20  -0.367
O -4.78 5.93 6.31  0.082
C -6.11 7.81 6.78  0.024
C -7.29 8.41 6.66  0.024
C -8.41 7.76 5.94  -0.387
O -9.49 8.31 5.83  0.112
H -8.99 5.96 4.84  0.124
H -6.78 4.84 5.06  0.115
H -5.28 8.27 7.30  0.123
H -7.49 9.39 7.08  0.123
C 8.99 0.77 -13.41  0.024
C 9.72 1.84 -13.69  0.024
C 10.23 2.73 -12.62  -0.387
O 10.90 3.71 -12.87  0.110
C 9.90 2.36 -11.22  0.029
C 9.17 1.29 -10.94  0.036
C 8.66 0.41 -12.01  -0.351
O 7.99 -0.58 -11.76  0.078
H 8.60 0.11 -14.18  0.122
H 9.97 2.12 -14.71  0.123
H 10.29 3.02 -10.45  0.124
H 8.92 1.01 -9.92  0.100
C 3.79 1.87 -8.13  0.032
C 4.37 0.67 -8.11  0.041
C 3.63 -0.55 -8.49  -0.346
O 4.15 -1.65 -8.47  0.113
C 2.21 -0.39 -8.90  0.026
C 1.63 0.81 -8.92  0.023
C 2.38 2.03 -8.54  -0.388
O 1.85 3.12 -8.56  0.110
H 4.32 2.77 -7.86  0.125
H 5.41 0.53 -7.82  0.099
H 1.68 -1.29 -9.18  0.123
H 0.60 0.95 -9.21  0.123

Lowest unoccupied orbital energy, eV: -1.8266
Max |F|, eV/Å: 2.8
E, Eh: -4740.647191
Energy above the lowest of the compared OMol25 structures with the same formula, charge and spin, kJ/mol: 0.0


Among the records above, which one has the lowest max |F|?
C62H46B3IO21S


Which of these has the lowest E?
C62H46B3IO21S


max |F| of number 2 (C62H46B3IO21S)?
2.8 eV/Å